Version P
C6H15NO | ωB97M-V with the def2-TZVPD basis set

Last column: natural (NBO) charge in e.
Positions of all 23 atoms, in Å:
C (-0.32, 1.93, 0.82)  -0.05
O (-0.60, 2.35, -0.52)  -0.72
C (-1.63, 1.55, 1.47)  -0.42
C (-1.41, 0.84, 2.80)  -0.61
H (0.36, 1.07, 0.81)  0.14
H (0.18, 2.74, 1.37)  0.16
H (0.21, 2.65, -0.94)  0.47
H (-2.23, 2.45, 1.60)  0.21
H (-2.16, 0.89, 0.77)  0.21
H (-0.92, 1.49, 3.52)  0.20
H (-2.34, 0.49, 3.24)  0.22
H (-0.76, -0.03, 2.67)  0.20
C (-0.83, -1.42, -1.50)  -0.51
C (0.37, -1.98, -1.56)  0.01
N (1.43, -1.69, -0.71)  -0.62
C (2.77, -2.05, -1.16)  -0.41
H (-1.05, -0.66, -0.76)  0.19
H (-1.61, -1.71, -2.19)  0.21
H (0.59, -2.77, -2.28)  0.18
H (1.38, -0.75, -0.34)  0.37
H (3.48, -1.92, -0.35)  0.20
H (2.78, -3.09, -1.46)  0.20
H (3.11, -1.45, -2.02)  0.17

Calculated values
* SMILES: C=CNC.CCCO
* E_LUMO: 0.8 eV
* spin multiplicity: 1

=====

Version Q
C6H15NO | ωB97M-V with the def2-TZVPD basis set

Last column: natural (NBO) charge in e.
Positions of all 23 atoms, in Å:
C (-0.42, -1.20, -1.32)  -0.62
C (0.77, -1.76, -0.49)  -0.44
C (1.35, -0.75, 0.54)  -0.06
C (1.94, 0.44, 0.26)  -0.04
N (2.05, 0.89, -1.05)  -0.82
C (1.11, -1.05, 1.95)  -0.42
C (-0.26, -0.56, 2.23)  -0.64
H (-0.22, -1.16, -2.40)  0.21
H (-1.37, -1.63, -1.01)  0.22
H (-0.61, -0.14, -1.03)  0.21
H (0.50, -2.74, -0.05)  0.22
H (1.49, -1.91, -1.23)  0.21
H (2.47, 1.18, 0.89)  0.20
H (3.03, 1.22, -1.24)  0.37
H (1.67, 0.35, -1.73)  0.36
H (1.25, -2.19, 2.28)  0.19
H (1.94, -0.63, 2.59)  0.21
H (-0.33, -0.09, 3.16)  0.21
H (-0.86, -1.46, 2.30)  0.22
H (-0.39, 0.35, 1.54)  0.23
H (-4.54, 4.99, -2.11)  0.48
H (-5.56, 3.71, -1.69)  0.49
O (-4.99, 4.16, -2.38)  -0.97

Calculated values
* SMILES: CCC(=CN)CC.O
* E_LUMO: 1.0 eV
* spin multiplicity: 1

=====

Version R
C6H15NO | ωB97M-V with the def2-TZVPD basis set

Last column: natural (NBO) charge in e.
Positions of all 23 atoms, in Å:
C (1.58, 0.33, -1.52)  -0.64
C (1.39, -1.06, -0.98)  -0.18
C (0.46, -1.95, -1.35)  -0.19
C (0.38, -3.33, -0.78)  -0.64
H (0.91, 0.48, -2.37)  0.21
H (1.35, 1.06, -0.76)  0.21
H (2.61, 0.41, -1.86)  0.22
H (2.08, -1.41, -0.21)  0.18
H (-0.24, -1.64, -2.13)  0.19
H (1.11, -3.47, 0.02)  0.21
H (-0.60, -3.53, -0.35)  0.21
H (0.56, -4.08, -1.55)  0.21
C (-1.32, 0.78, 1.17)  -0.06
O (-1.15, -0.09, 2.27)  -0.73
C (-0.85, 2.17, 1.59)  -0.24
N (-0.88, 3.06, 0.43)  -0.85
H (-0.70, 0.49, 0.31)  0.16
H (-2.35, 0.83, 0.82)  0.16
H (-1.62, -0.89, 2.09)  0.47
H (-1.55, 2.51, 2.36)  0.18
H (0.15, 2.10, 2.03)  0.18
H (0.05, 3.34, 0.16)  0.36
H (-1.39, 3.91, 0.61)  0.36

Calculated values
* SMILES: C/C=C/C.NCCO
* E_LUMO: 1.0 eV
* spin multiplicity: 1

=====

Of them, version R has the highest stability.

=====

Version P
C6H15NO | ωB97M-V with the def2-TZVPD basis set

Last column: natural (NBO) charge in e.
Positions of all 23 atoms, in Å:
C (-1.13, -1.53, 1.07)  -0.22
N (-1.49, -1.04, -0.27)  -0.67
C (-0.54, -0.83, -1.35)  -0.20
C (0.82, -0.05, -1.24)  -0.47
C (0.46, 1.48, -1.19)  -0.15
C (-0.59, 2.07, -0.64)  -0.44
C (-0.80, -0.46, 2.10)  -0.65
H (-0.30, -2.23, 1.01)  0.18
H (-1.94, -2.19, 1.40)  0.20
H (-2.46, -0.99, -0.48)  0.38
H (-0.12, -1.84, -1.44)  0.15
H (-0.95, -0.47, -2.29)  0.20
H (1.18, -0.27, -0.23)  0.24
H (1.59, -0.37, -1.92)  0.21
H (1.22, 2.07, -1.71)  0.19
H (-0.87, 3.08, -0.93)  0.19
H (-1.32, 1.66, 0.05)  0.20
H (0.20, -0.58, 2.50)  0.20
H (-0.76, 0.45, 1.46)  0.23
H (-1.51, -0.19, 2.89)  0.21
H (3.35, 0.77, -0.31)  0.46
H (3.22, 0.49, 1.11)  0.47
O (2.74, 0.97, 0.42)  -0.92

Calculated values
* SMILES: C=CCCNCC.O
* E_LUMO: 0.7 eV
* spin multiplicity: 1

=====

Version Q
C6H15NO | ωB97M-V with the def2-TZVPD basis set

Last column: natural (NBO) charge in e.
Positions of all 23 atoms, in Å:
C (-1.73, -1.18, 0.41)  -0.22
N (-1.13, -0.30, 1.36)  -0.65
C (-0.87, 1.10, 1.23)  -0.21
C (0.08, 1.50, 0.10)  -0.47
C (1.54, 1.55, 0.55)  -0.16
C (2.28, 0.45, 0.47)  -0.42
C (-1.01, -2.55, 0.30)  -0.62
H (-2.07, -0.81, -0.55)  0.19
H (-2.71, -1.47, 0.87)  0.17
H (-0.53, -0.81, 2.00)  0.37
H (-1.87, 1.47, 0.98)  0.18
H (-0.66, 1.64, 2.14)  0.21
H (0.09, 0.83, -0.78)  0.20
H (-0.19, 2.40, -0.45)  0.21
H (1.76, 2.47, 1.09)  0.20
H (3.28, 0.16, 0.77)  0.21
H (1.81, -0.36, -0.11)  0.17
H (-1.14, -2.98, -0.67)  0.22
H (0.06, -2.39, 0.57)  0.20
H (-1.36, -3.16, 1.14)  0.21
H (0.08, 0.10, -3.51)  0.49
H (1.54, -0.46, -2.84)  0.49
O (1.04, -0.02, -3.52)  -0.98

Calculated values
* SMILES: C=CCCNCC.O
* E_LUMO: 0.8 eV
* spin multiplicity: 1

=====

Of them, version Q has the highest stability.

=====

Version P
H4O2 | ωB97M-V with the def2-TZVPD basis set

Last column: natural (NBO) charge in e.
Positions of all 6 atoms, in Å:
H (-1.18, 0.25, -1.77)  0.46
H (-0.13, 0.04, -0.67)  0.49
O (-0.24, 0.28, -1.61)  -0.97
H (0.54, 0.61, 1.40)  0.48
H (0.83, -0.91, 1.47)  0.48
O (0.18, -0.26, 1.19)  -0.95

Calculated values
* SMILES: O.O
* E_LUMO: 0.7 eV
* spin multiplicity: 1

=====

Version Q
H4O2 | ωB97M-V with the def2-TZVPD basis set

Last column: natural (NBO) charge in e.
Positions of all 6 atoms, in Å:
H (1.31, -0.36, 1.38)  0.48
H (1.88, 0.78, 0.63)  0.48
H (-1.34, -1.02, -0.41)  0.46
H (-0.54, 0.29, -0.32)  0.49
O (1.16, 0.16, 0.59)  -0.94
O (-1.33, -0.12, -0.75)  -0.96

Calculated values
* SMILES: O.O
* E_LUMO: 0.6 eV
* spin multiplicity: 1

=====

Version R
H4O2 | ωB97M-V with the def2-TZVPD basis set

Last column: natural (NBO) charge in e.
Positions of all 6 atoms, in Å:
H (0.77, 1.09, 1.53)  0.46
H (-0.06, 0.69, 0.25)  0.49
H (0.57, -1.80, -0.94)  0.47
H (-0.65, -1.50, -0.07)  0.47
O (0.15, 1.43, 0.89)  -0.95
O (-0.23, -1.24, -0.98)  -0.94

Calculated values
* SMILES: O.O
* E_LUMO: 0.5 eV
* spin multiplicity: 1

=====

Of them, version P has the highest stability.

=====

Version P
H4O2 | ωB97M-V with the def2-TZVPD basis set

Last column: natural (NBO) charge in e.
Positions of all 6 atoms, in Å:
H (-1.41, 0.86, -0.19)  0.46
H (-0.62, -0.41, 0.24)  0.49
H (1.59, 0.80, 0.44)  0.48
H (1.99, -0.66, 0.12)  0.48
O (-1.50, -0.08, 0.01)  -0.96
O (1.30, 0.00, -0.09)  -0.95

Calculated values
* SMILES: O.O
* E_LUMO: 0.5 eV
* spin multiplicity: 1

=====

Version Q
H4O2 | ωB97M-V with the def2-TZVPD basis set

Last column: natural (NBO) charge in e.
Positions of all 6 atoms, in Å:
O (5.65, 12.77, -23.87)  -0.95
H (5.94, 12.85, -22.95)  0.48
H (4.96, 13.43, -23.97)  0.48
O (7.07, 11.79, -26.26)  -0.96
H (7.18, 10.83, -26.30)  0.46
H (6.53, 11.95, -25.46)  0.49

Calculated values
* SMILES: O.O
* E_LUMO: 0.7 eV
* spin multiplicity: 1

=====

Of them, version Q has the highest stability.

=====

Version P
C4H10N2O | ωB97M-V with the def2-TZVPD basis set

Last column: natural (NBO) charge in e.
Positions of all 17 atoms, in Å:
O (1.19, 1.53, 0.24)  -0.59
C (0.41, 0.60, 0.35)  0.69
N (-0.52, 0.42, -0.65)  -0.64
C (-0.47, -0.89, -1.41)  -0.05
N (0.42, -0.96, -2.58)  -0.87
C (0.23, -0.21, 1.68)  -0.51
C (-1.15, -0.08, 2.36)  -0.61
H (-0.22, 1.18, -1.25)  0.39
H (-1.57, -1.03, -1.81)  0.18
H (-0.20, -1.72, -0.75)  0.18
H (0.94, -1.85, -2.81)  0.38
H (1.19, -0.29, -2.36)  0.36
H (0.39, -1.29, 1.56)  0.22
H (0.92, 0.24, 2.43)  0.23
H (-1.17, 0.98, 2.75)  0.21
H (-1.12, -0.80, 3.25)  0.21
H (-2.12, -0.32, 1.78)  0.22

Calculated values
* SMILES: CCC(=O)NCN
* E_LUMO: 0.9 eV
* spin multiplicity: 1

=====

Version Q
C4H10N2O | ωB97M-V with the def2-TZVPD basis set

Last column: natural (NBO) charge in e.
Positions of all 17 atoms, in Å:
C (-0.88, 1.26, 0.25)  -0.23
C (-1.13, -0.06, -0.57)  -0.40
C (-0.12, -1.14, -0.18)  -0.52
C (1.28, -0.50, -0.04)  0.70
N (2.02, -0.66, -1.24)  -0.85
O (1.76, 0.06, 0.94)  -0.62
N (-0.78, 0.95, 1.71)  -0.91
H (0.15, 1.48, -0.16)  0.20
H (-1.84, 1.92, 0.16)  0.21
H (-0.88, 0.09, -1.67)  0.19
H (-2.14, -0.53, -0.37)  0.21
H (-0.19, -2.02, -0.80)  0.22
H (-0.39, -1.43, 0.86)  0.24
H (2.99, -0.30, -1.22)  0.39
H (1.74, -0.96, -2.10)  0.39
H (-1.62, 1.20, 2.28)  0.37
H (0.03, 0.63, 2.15)  0.40

Calculated values
* SMILES: NCCCC(N)=O
* E_LUMO: 0.9 eV
* spin multiplicity: 1

=====

Of them, version Q has the highest stability.

=====

Version P
C4H6O2 | ωB97M-V with the def2-TZVPD basis set

Last column: natural (NBO) charge in e.
Positions of all 12 atoms, in Å:
O (-0.17, -0.23, -2.62)  -0.56
C (-0.12, -0.22, -1.42)  0.79
C (0.11, 0.98, -0.50)  -0.53
C (-0.09, 0.42, 0.90)  -0.43
C (0.04, -1.09, 0.69)  -0.07
O (-0.29, -1.34, -0.68)  -0.49
H (1.13, 1.35, -0.68)  0.24
H (-0.58, 1.77, -0.78)  0.25
H (0.63, 0.80, 1.63)  0.22
H (-1.09, 0.67, 1.27)  0.21
H (-0.63, -1.68, 1.32)  0.20
H (1.07, -1.44, 0.86)  0.18

Calculated values
* SMILES: O=C1CCCO1
* E_LUMO: 0.9 eV
* spin multiplicity: 1

=====

Version Q
C4H6O2 | ωB97M-V with the def2-TZVPD basis set

Last column: natural (NBO) charge in e.
Positions of all 12 atoms, in Å:
O (-0.64, -1.95, 1.14)  -0.52
C (-0.38, -0.95, 0.52)  0.58
C (0.49, 0.22, 0.97)  -0.56
C (0.64, 1.06, -0.30)  -0.07
O (-0.39, 0.66, -1.20)  -0.52
C (-0.85, -0.63, -0.89)  -0.19
H (1.43, -0.15, 1.39)  0.25
H (-0.04, 0.74, 1.77)  0.24
H (0.52, 2.13, -0.11)  0.19
H (1.63, 0.91, -0.75)  0.17
H (-0.46, -1.40, -1.57)  0.20
H (-1.95, -0.66, -0.96)  0.21

Calculated values
* SMILES: O=C1CCOC1
* E_LUMO: 0.9 eV
* spin multiplicity: 1

=====

Of them, version P has the highest stability.